Formula: C31H51N2O20
Source: OMol25
Level of theory: ωB97M-V with the def2-TZVPD basis set

## Properties
Charge: +1
Multiplicity: 1
Kohn-Sham gap, eV: 8.92
Relative energy (zero: lowest compared OMol25 entry of this formula, charge and spin), kJ/mol: 274.3

CARTESIAN COORDINATES (ANGSTROEM)
C: -2.80706 1.62821 5.42282
C: -1.95085 0.53735 6.35799
O: -1.27568 0.95407 7.45507
O: -1.95429 -0.85322 5.86865
C: -0.69076 -1.21185 5.20605
C: -0.27006 -0.24844 3.94453
C: -1.18346 -0.59523 2.62764
N: -0.62846 -0.09962 1.31123
C: 0.53816 0.84826 1.47951
C: 1.66752 0.37050 2.56767
N: 1.18157 -0.63359 3.58981
H: -2.25458 2.65413 5.31516
H: -3.86874 1.71034 5.95262
H: -2.98031 1.13468 4.35070
H: 0.21197 -1.33279 5.97453
H: -0.84238 -2.30323 4.74860
H: -0.24290 0.89704 4.18230
H: -2.32092 -0.25824 2.75871
H: -1.23747 -1.78433 2.53599
H: -1.38148 0.34904 0.70798
H: 0.15898 1.91971 1.80419
H: 1.07107 0.90649 0.41259
H: 2.04968 1.31811 3.18168
H: 2.63457 -0.08233 2.06157
H: 1.13464 -1.61703 3.20271
H: 1.74822 -0.57793 4.48423
C: 0.04897 -3.16979 -3.35217
C: -0.53177 -1.77084 -3.30323
C: 0.49038 -0.71027 -3.02543
O: -0.26969 0.29209 -2.37537
C: -1.31789 -0.34476 -1.77412
O: -2.06020 0.17030 -0.95528
O: -1.42171 -1.63765 -2.20628
H: -0.73019 -3.89316 -3.61607
H: 0.85447 -3.24267 -4.08874
H: 0.43411 -3.47191 -2.37192
H: -1.08968 -1.55877 -4.22347
H: 0.94055 -0.31925 -3.94195
H: 1.28777 -1.03755 -2.34863
C: -1.89518 -2.74773 -9.08326
C: -1.27641 -2.75738 -7.69987
C: -0.04564 -1.90876 -7.59123
O: 0.68977 -2.55620 -6.56897
C: 0.31350 -3.86907 -6.59254
O: 0.88895 -4.76255 -5.99472
O: -0.78948 -4.05096 -7.37961
H: -2.82009 -3.33469 -9.08740
H: -2.12815 -1.73003 -9.40985
H: -1.22837 -3.21364 -9.81729
H: -2.02393 -2.47778 -6.94746
H: -0.27704 -0.87873 -7.30653
H: 0.56063 -1.89820 -8.50410
C: 6.44803 1.49189 5.23202
C: 5.77484 0.65512 4.16275
C: 6.73925 -0.12274 3.31917
O: 6.05308 -0.23586 2.08572
C: 5.21471 0.83974 2.00821
O: 4.62299 1.18192 0.99845
O: 5.13096 1.48618 3.20996
H: 5.69458 1.98941 5.85233
H: 7.08138 0.87867 5.87970
H: 7.05726 2.28615 4.78649
H: 5.01785 0.00122 4.61270
H: 6.94917 -1.11165 3.73576
H: 7.68725 0.39864 3.14461
C: 3.86005 4.07921 -0.88462
C: 2.75299 4.01173 -1.91738
C: 2.84624 2.81426 -2.81411
O: 2.23847 3.27155 -4.00847
C: 2.41146 4.62617 -4.03768
O: 2.20195 5.32760 -5.01283
O: 2.85649 5.09169 -2.83171
H: 3.70744 4.93882 -0.22297
H: 3.89277 3.17225 -0.27387
H: 4.83615 4.22339 -1.36101
H: 1.77306 4.07098 -1.42819
H: 2.30599 1.95296 -2.41180
H: 3.87626 2.51512 -3.03904
C: -4.15024 -7.05956 -1.35176
C: -3.82778 -6.69775 -2.78768
C: -2.36834 -6.79778 -3.11448
O: -2.21327 -5.83800 -4.14394
C: -3.18827 -4.90107 -3.95078
O: -3.23129 -3.82291 -4.51872
O: -4.10638 -5.32823 -3.03223
H: -5.23281 -7.02591 -1.18778
H: -3.79211 -8.06262 -1.10220
H: -3.70793 -6.33953 -0.65431
H: -4.43490 -7.29813 -3.47617
H: -2.09142 -7.79369 -3.47088
H: -1.71320 -6.52336 -2.27992
C: -5.07495 6.00210 3.54179
C: -4.09412 5.59657 4.62357
C: -3.34961 6.75390 5.21775
O: -2.12784 6.16351 5.62237
C: -1.92610 5.08931 4.80312
O: -0.87895 4.46972 4.72304
O: -3.05061 4.80379 4.07987
H: -5.62989 5.12654 3.18762
H: -5.79167 6.74238 3.90914
H: -4.55364 6.41290 2.67002
H: -4.60313 5.00788 5.39651
H: -3.87216 7.18543 6.07582
H: -3.13074 7.54992 4.49702

Cartesian forces, eV/Å:
-0.35 -1.69 0.15
3.13 3.21 4.30
-4.41 -3.47 -7.49
1.84 2.41 -0.10
0.63 -1.04 -0.31
-1.44 -0.17 0.16
-0.91 -0.91 -0.02
0.52 0.85 1.58
0.06 0.66 -0.60
2.05 1.40 -1.03
-1.28 0.08 0.36
-0.98 -2.23 0.53
2.34 0.03 -1.17
0.36 1.15 2.45
-1.93 0.67 -1.37
0.04 2.39 1.06
-0.13 -2.17 -0.27
2.61 -0.59 0.10
0.16 2.33 0.48
1.37 -0.78 0.99
1.00 -1.97 -0.66
-1.08 0.12 2.51
-0.96 -2.08 -1.35
-2.16 0.89 0.87
0.41 1.25 0.55
-0.61 -0.37 -1.45
-0.33 -0.28 0.13
0.72 -1.28 -0.80
0.78 0.04 -0.68
-1.06 0.01 0.93
-1.05 0.15 0.76
1.10 -0.73 -1.69
-0.28 1.71 0.93
0.25 0.18 -0.13
-0.18 0.04 0.15
0.06 0.25 -0.07
0.05 0.04 0.12
-0.12 0.09 0.20
-0.10 -0.14 -0.05
-0.26 -0.43 -0.11
-0.94 0.48 -0.97
0.01 0.94 -0.26
0.04 -0.90 0.37
0.79 -2.10 0.86
-1.17 2.00 -1.25
1.17 -0.06 0.88
0.11 0.19 0.02
0.04 -0.10 0.12
0.05 0.18 0.18
0.12 -0.03 0.01
0.15 -0.17 0.07
-0.17 -0.07 0.01
-0.30 0.40 0.17
0.73 0.32 1.31
0.68 -0.65 0.40
-0.96 0.81 -0.48
-0.66 0.59 -1.74
0.96 -0.79 2.08
-0.33 -0.41 -1.30
0.15 -0.14 -0.03
-0.12 0.01 -0.12
-0.03 -0.28 -0.05
0.05 -0.06 -0.07
-0.06 0.11 -0.24
-0.15 0.05 0.14
0.06 0.44 0.19
0.67 -0.13 1.21
-0.02 -0.82 0.18
-0.04 0.77 -0.26
-0.43 1.76 -2.18
0.45 -1.69 2.29
-0.42 -0.26 -1.06
-0.02 -0.17 -0.06
-0.05 0.08 -0.11
-0.20 -0.16 -0.06
0.02 -0.07 -0.11
-0.03 0.11 -0.19
-0.02 0.12 0.16
-0.45 0.22 0.17
-0.36 -0.88 1.03
0.50 -0.80 0.01
-0.61 0.97 -0.12
-0.24 1.83 -0.97
0.20 -2.15 1.13
0.72 0.70 -0.93
0.18 -0.11 -0.04
-0.04 0.11 -0.12
0.11 -0.12 -0.21
0.13 0.06 0.00
0.04 0.26 -0.08
-0.17 -0.02 0.05
-0.08 -0.39 -0.35
-1.39 0.51 -0.47
-0.45 0.77 0.42
0.62 -1.12 -0.59
1.64 -0.56 -0.06
-2.05 0.97 0.15
1.34 -0.13 0.54
0.01 0.18 0.12
0.12 -0.12 0.03
0.02 0.06 0.26
0.11 0.08 0.01
0.25 -0.10 -0.06
-0.12 -0.15 -0.04

=====

Formula: C31H52Cl40O3
Source: OMol25
Level of theory: ωB97M-V with the def2-TZVPD basis set

## Properties
Charge: 0
Multiplicity: 1
Kohn-Sham gap, eV: 8.89

CARTESIAN COORDINATES (ANGSTROEM)
C: -1.38456 -2.21519 -3.95306
C: -0.53506 -1.31204 -3.08659
C: 0.65663 -1.75603 -2.54639
C: 1.45986 -0.88126 -1.79386
C: 1.02183 0.42039 -1.60045
C: 1.95758 1.37054 -0.84101
C: 2.75689 2.18304 -1.85876
C: 4.24311 2.47114 -1.65687
O: 4.42279 3.48386 -2.66033
C: 3.20114 3.78942 -3.20459
O: 3.00503 4.20650 -4.28100
O: 2.27243 3.48101 -2.23849
C: -0.19947 0.88450 -2.11169
C: -0.95770 0.00535 -2.86950
H: -1.06227 -3.25686 -3.92681
H: -2.45078 -2.12829 -3.74681
H: -1.23997 -1.87020 -4.98048
H: 0.99791 -2.76886 -2.72461
H: 2.41502 -1.22458 -1.41774
H: 1.33826 2.03449 -0.24613
H: 2.62912 0.78136 -0.21693
H: 2.65931 1.61283 -2.79503
H: 4.47210 2.93337 -0.69740
H: 4.73036 1.51661 -1.85233
H: -0.55490 1.90062 -2.00180
H: -1.87757 0.34894 -3.33137
C: -2.38723 -6.25162 -3.85202
Cl: -1.28510 -5.33085 -2.80653
Cl: -4.06992 -5.86601 -3.49103
H: -2.18889 -6.00442 -4.89270
H: -2.22501 -7.31242 -3.68258
C: -6.15850 -5.37405 -0.13889
Cl: -6.82292 -5.07343 -1.75061
Cl: -4.96895 -4.14265 0.30698
H: -6.96853 -5.35597 0.57822
H: -5.67548 -6.34477 -0.13780
C: 7.61813 3.90826 -0.99057
Cl: 8.86379 5.16164 -1.10164
Cl: 7.13867 3.61316 0.68776
H: 6.74877 4.22954 -1.55466
H: 8.02123 2.98744 -1.39984
C: 8.64484 8.55217 0.62083
Cl: 9.88339 9.80953 0.51269
Cl: 8.16167 8.25231 2.29397
H: 7.77580 8.87622 0.06085
H: 9.04330 7.63522 0.20480
C: -7.45292 -6.54524 3.56863
Cl: -8.95466 -6.19105 2.70094
Cl: -6.17502 -5.39790 3.14281
H: -7.64096 -6.48220 4.63435
H: -7.12591 -7.54408 3.30708
C: -1.59944 1.53643 2.31191
Cl: -1.70488 3.29284 2.52986
Cl: -0.72480 1.11849 0.83131
H: -1.07747 1.11166 3.15950
H: -2.60337 1.13288 2.25255
C: -7.01654 -11.05879 3.37271
Cl: -5.58145 -10.12436 2.92780
Cl: -8.32201 -10.01320 3.94052
H: -7.36080 -11.60473 2.50232
H: -6.75324 -11.74663 4.16777
C: -9.71822 -9.74737 7.82253
Cl: -9.44325 -11.49301 7.84629
Cl: -8.36041 -8.88093 7.09453
H: -10.61023 -9.54409 7.24169
H: -9.84522 -9.40108 8.84126
C: 12.05882 12.49032 1.95039
Cl: 11.59415 14.19430 1.97470
Cl: 13.68203 12.25816 1.29007
H: 12.03845 12.10995 2.96474
H: 11.35138 11.95093 1.33356
C: 10.86081 2.14931 -0.44203
Cl: 9.72513 1.29278 -1.49904
Cl: 12.39713 1.28675 -0.30133
H: 11.04716 3.13182 -0.85955
H: 10.41742 2.23763 0.54326
C: -6.90955 -1.42826 -2.02595
Cl: -8.37150 -1.03199 -2.94437
Cl: -5.60301 -0.27913 -2.34101
H: -7.14695 -1.40358 -0.96883
H: -6.57803 -2.41774 -2.31206
C: -4.59933 1.94557 4.83686
Cl: -5.56769 1.11569 3.60738
Cl: -3.11489 1.05254 5.19886
H: -4.32887 2.93194 4.46341
H: -5.18480 2.03376 5.74423
C: -11.55444 -3.08254 -2.89967
Cl: -12.71752 -3.88912 -3.96030
Cl: -10.06962 -4.01739 -2.71517
H: -11.30431 -2.11829 -3.32758
H: -12.00634 -2.95360 -1.92336
C: -3.66659 -4.23373 -7.29019
Cl: -3.28986 -2.96984 -6.12089
Cl: -2.47231 -5.54035 -7.22460
H: -4.64351 -4.64459 -7.06229
H: -3.66078 -3.80800 -8.28671
C: -2.64558 5.06092 6.00195
Cl: -2.44085 3.98706 7.39009
Cl: -4.32551 5.07663 5.43320
H: -2.36974 6.06543 6.29670
H: -2.00662 4.71868 5.19464
C: 6.84909 12.81788 0.40728
Cl: 8.50905 13.11204 -0.11441
Cl: 6.21981 11.28233 -0.20926
H: 6.82539 12.79163 1.49040
H: 6.22203 13.62025 0.03723
C: 12.80013 1.52511 -4.19831
Cl: 11.31292 1.90268 -5.07579
Cl: 14.06819 2.71760 -4.50633
H: 12.58396 1.51485 -3.13642
H: 13.15302 0.55182 -4.51818
C: -1.00836 8.87108 7.60928
Cl: -0.40573 7.21128 7.52604
Cl: -2.42656 9.10058 6.57907
H: -1.28251 9.08850 8.63475
H: -0.22403 9.54202 7.27962
C: -1.70859 -10.44842 -4.30609
Cl: -0.26589 -9.47842 -4.62677
Cl: -3.06540 -9.44090 -3.78500
H: -1.99083 -10.96565 -5.21536
H: -1.48334 -11.16037 -3.52101
C: 0.20814 -4.41497 0.52319
Cl: 0.85444 -2.80176 0.19982
Cl: 1.23942 -5.34155 1.62685
H: -0.77440 -4.31436 0.96992
H: 0.14046 -4.95289 -0.41321

Cartesian forces, eV/Å:
0.71 0.57 -0.37
-0.56 -0.35 -0.06
0.48 0.65 -0.02
-0.98 0.12 -1.13
0.80 0.58 0.89
-0.65 0.42 -0.84
0.08 -0.71 -0.26
-1.46 0.19 0.13
0.78 -0.45 -0.94
0.19 -0.30 1.90
-0.06 0.70 -0.64
-0.64 -0.02 -0.49
0.16 -0.88 -0.70
0.29 0.07 0.17
-0.18 0.41 0.05
0.06 -0.09 0.27
-0.06 -0.06 -0.02
-0.11 -0.03 0.01
0.00 0.12 0.12
0.35 0.16 0.33
0.03 0.19 0.15
0.42 -0.18 0.09
0.12 -0.36 0.14
0.80 0.45 -0.09
0.27 0.06 0.24
-0.03 -0.06 0.09
0.20 -0.07 -0.11
0.04 -0.45 0.15
-0.03 -0.08 -0.04
0.01 0.12 0.36
0.04 0.45 0.11
0.06 -0.03 -0.02
-0.15 -0.09 -0.03
0.02 0.02 -0.10
-0.04 0.11 -0.03
0.07 0.05 -0.08
-0.23 -0.06 -0.13
0.06 -0.04 -0.08
0.01 -0.04 -0.03
0.01 0.10 0.07
-0.05 0.21 0.10
-0.04 -0.07 -0.05
0.02 -0.08 -0.07
-0.04 -0.03 -0.02
0.01 0.09 0.06
0.06 0.02 0.09
0.06 -0.05 0.11
0.00 -0.06 0.01
-0.01 -0.09 0.22
-0.05 0.09 -0.02
0.00 0.03 -0.09
0.06 -0.13 -0.05
-0.07 0.02 0.07
-0.42 -0.09 0.43
0.06 0.07 -0.01
-0.01 0.07 -0.07
-0.03 -0.11 -0.02
0.02 -0.02 -0.01
-0.06 -0.12 -0.16
0.01 0.09 -0.04
0.04 0.09 0.05
-0.08 0.03 0.02
-0.04 -0.01 0.01
0.00 0.14 0.19
0.05 -0.04 -0.07
0.08 -0.04 0.01
-0.04 -0.06 0.02
-0.04 0.03 0.03
-0.01 -0.05 0.01
0.06 0.05 0.01
0.01 0.06 -0.06
-0.01 0.12 0.09
0.18 -0.17 -0.03
0.00 0.02 0.02
0.02 -0.04 -0.07
-0.01 -0.09 -0.01
0.03 -0.05 0.04
0.07 0.14 0.00
0.03 -0.02 0.03
-0.02 0.07 -0.02
0.01 0.03 -0.07
0.04 0.08 -0.23
-0.02 0.02 0.00
-0.02 -0.05 0.17
-0.04 -0.49 -0.03
0.02 -0.07 0.01
0.03 0.10 0.02
-0.04 0.04 0.00
-0.06 -0.15 0.08
0.03 -0.05 -0.06
-0.01 -0.09 0.00
-0.19 0.10 -0.01
-0.28 -0.17 -0.31
-0.02 -0.04 -0.35
0.05 -0.06 0.08
0.11 -0.01 0.01
0.07 0.01 -0.04
0.05 0.06 0.00
0.05 0.51 0.09
-0.15 -0.03 0.03
-0.09 -0.12 0.00
0.03 0.06 0.08
-0.02 0.11 0.00
-0.06 0.01 0.01
0.05 -0.09 -0.01
0.01 -0.05 -0.09
-0.01 -0.07 0.05
-0.03 -0.03 0.01
0.03 -0.02 0.04
-0.02 0.06 -0.01
0.01 0.04 -0.08
0.03 0.09 0.04
0.16 0.05 0.12
-0.01 0.03 0.01
-0.07 -0.07 -0.01
-0.01 -0.05 -0.09
0.03 -0.08 -0.02
0.02 -0.02 -0.01
-0.24 -0.47 0.01
-0.01 0.09 -0.03
0.02 0.08 0.05
-0.02 0.03 0.14
-0.21 -0.52 0.59
-0.04 -0.04 -0.01
0.04 0.03 0.05
0.08 -0.02 -0.03